Entry from the OMol25 dataset: the ion C4H8NO4P with charge -2 (ωB97M-V with the def2-TZVPD basis set).

Geometry as XYZ:
```
18
Properties=species:S:1:pos:R:3:forces:R:3
C -0.848 -0.436 1.413 -0.6 -2.1 1.9
C -1.153 -1.280 0.114 -1.0 -1.7 1.7
C 0.671 -0.387 -0.832 0.6 1.9 0.7
C 2.115 -0.607 -1.213 0.4 4.0 0.7
N 0.134 0.540 1.292 0.0 0.7 -3.6
O -1.379 1.638 -0.864 -0.2 -0.6 0.5
O -1.360 2.752 1.503 0.2 -1.0 -0.8
O 0.677 2.799 -0.025 1.4 0.3 -0.4
O 0.015 -1.524 -0.604 -0.1 -0.8 0.1
P -0.562 2.063 0.367 -0.7 0.9 2.0
H -1.837 -0.083 1.811 0.4 0.2 -0.7
H -0.567 -1.205 2.263 -0.1 0.7 -1.2
H -1.650 -2.274 0.341 1.0 0.5 0.2
H -1.915 -0.849 -0.460 -0.6 1.6 -1.1
H 0.097 0.476 -1.267 0.4 -0.9 0.3
H 2.608 0.464 -1.349 -1.3 -1.9 -0.3
H 2.233 -1.183 -2.104 0.2 -0.6 -0.6
H 2.722 -0.905 -0.386 0.2 -1.1 0.6
```
Positions in Å, forces in eV/Å.

Calculated values
- orbital gap (spin up / spin down) (eV) = 5.43 / 5.45
- multiplicity = 1
- total charge = -2
- LUMO level (spin up / spin down) (eV) = 6.2 / 6.2
- energy relative to the best compared isomer or geometry (same formula, charge and spin) (kcal/mol) = 108.4

Mulliken atomic charge list, values in e, 8 entries: C -0.3774; C -0.5232; C 0.1735; C -1.3050; N -0.5747; O -0.7869; O -0.8779; O -0.8081